# C8H23ClN2O3PS

A molecular structure, C8H23ClN2O3PS (ωB97M-V/def2-TZVPD, the OMol25 dataset).

Values from the calculation:
Gap between HOMO and LUMO, Eh: 0.3047
Max |F|, eV/Å: 11.6
HOMO energy, eV: -11.97
Molecular weight, g mol⁻¹: 293.8

Structure (ORCA input):
```
! RIJCOSX wB97M-V def2-TZVPD def2/J DEFGRID3
* xyz 1 1
C -3.462 0.811 1.271
C -2.477 0.908 -0.077
P -1.349 -0.635 -0.167
C -0.501 -0.496 -1.916
N -0.103 -0.639 1.135
N -0.458 0.076 2.265
C 1.264 -0.176 0.686
C 1.352 1.391 0.213
C 2.394 2.322 1.071
Cl 2.320 2.085 2.914
S 0.063 -2.338 1.603
C -0.264 -2.671 3.415
O 1.442 -2.950 1.262
O -1.006 -3.181 0.803
H -4.587 1.014 1.025
H -3.352 -0.217 1.836
H -3.107 1.658 2.033
H -1.906 1.930 -0.083
H -3.199 0.841 -1.027
H -1.275 -0.845 -2.720
H 0.451 -1.192 -1.965
H -0.175 0.639 -2.094
H -0.704 1.070 2.067
H 0.310 0.066 2.986
H 1.701 -0.820 -0.220
H 2.005 -0.409 1.593
H 0.281 1.870 0.216
H 1.717 1.423 -0.923
H 3.514 2.266 0.660
H 2.066 3.452 0.874
H -0.861 -3.703 3.462
H -0.938 -1.887 3.961
H 0.762 -2.892 3.968
C 1.472 -0.141 -5.074
O 0.817 0.901 -4.375
H 1.424 -1.054 -4.477
H 0.974 -0.307 -6.032
H 2.518 0.131 -5.237
H 0.876 1.699 -4.928
*
```

***

# C8H24B2O28

A molecular structure, C8H24B2O28 (ωB97M-V/def2-TZVPD, the OMol25 dataset).

Values from the calculation:
Gap between HOMO and LUMO, Eh: 0.3434
Max |F|, eV/Å: 12.5
HOMO energy, eV: -5.44
ΔE to the lowest compared entry with this formula, charge and spin, kcal/mol: 221.4
Molecular weight, g mol⁻¹: 589.9

Structure (ORCA input):
```
! RIJCOSX wB97M-V def2-TZVPD def2/J DEFGRID3
* xyz -2 1
O 19.904 33.174 12.616
C 20.982 33.695 12.139
O 21.901 34.140 12.758
B 22.771 34.873 11.881
O 21.939 34.978 10.675
C 20.981 34.247 10.811
O 20.233 33.989 9.821
O 24.097 34.246 11.661
C 24.890 35.138 11.973
O 26.049 34.897 12.277
C 24.236 36.391 12.327
O 23.007 36.338 12.249
O 24.738 37.297 12.790
O 18.326 39.296 7.019
C 18.916 38.920 8.062
O 18.385 38.818 9.263
B 19.451 38.328 10.146
O 20.696 38.393 9.307
C 20.261 38.824 8.186
O 20.983 39.037 7.151
O 19.256 36.945 10.644
C 19.397 37.084 11.907
O 19.276 36.079 12.652
C 19.607 38.479 12.297
O 19.643 39.191 11.295
O 19.923 38.962 13.416
O 16.686 33.116 13.881
H 17.231 33.684 14.144
H 17.211 32.578 13.218
O 28.362 35.297 10.757
H 27.647 34.812 11.443
H 27.970 35.579 9.989
O 26.530 37.661 15.169
H 26.011 37.996 15.952
H 25.818 37.399 14.709
O 22.958 35.243 15.984
H 23.166 36.077 16.039
H 22.477 35.074 15.271
O 18.686 30.665 11.912
H 19.249 30.214 11.217
H 19.111 31.401 12.084
O 21.018 33.103 15.483
H 21.216 32.315 15.001
H 20.540 33.463 14.883
O 18.600 34.798 15.228
H 18.732 35.135 14.350
H 17.784 35.319 15.458
O 18.486 35.473 7.775
H 17.853 34.938 7.261
H 18.837 34.913 8.413
O 21.026 34.582 7.192
H 21.129 34.276 8.057
H 20.023 34.721 7.286
O 26.195 33.094 14.373
H 25.996 33.913 13.899
H 27.167 32.936 14.465
O 22.825 39.454 11.832
H 23.529 39.079 12.319
H 21.898 39.470 12.092
O 24.360 31.392 12.077
H 24.372 32.322 12.391
H 25.207 31.070 12.364
*
```

***

# C8H24Be2NO11

A molecular structure, C8H24Be2NO11 (ωB97M-V/def2-TZVPD, the OMol25 dataset).

Values from the calculation:
Gap between HOMO and LUMO, Eh: 0.0781
Max |F|, eV/Å: 5.9
HOMO energy, eV: -16.81
ΔE to the lowest compared entry with this formula, charge and spin, kcal/mol: 65.9
Molecular weight, g mol⁻¹: 328.3

Structure (ORCA input):
```
! RIJCOSX wB97M-V def2-TZVPD def2/J DEFGRID3
* xyz 3 1
Be -0.710 -1.748 -2.702
Be 0.708 -3.067 3.408
N -0.140 -0.578 0.948
O -0.549 -1.017 -0.100
O 0.352 0.563 0.989
O -0.213 -1.149 1.988
C 2.898 1.828 2.997
C 2.779 2.270 4.530
O 3.693 1.624 5.400
O 1.975 2.537 2.194
H 2.862 0.745 2.885
H 3.930 2.043 2.719
H 1.754 2.203 4.894
H 2.898 3.349 4.430
H 3.790 2.051 6.254
H 1.553 1.820 1.716
C 1.596 -4.184 -2.237
C 2.136 -2.901 -1.531
O 1.884 -1.760 -2.388
O 0.177 -3.988 -2.382
H 1.855 -5.034 -1.606
H 2.017 -4.423 -3.214
H 3.183 -3.195 -1.457
H 1.730 -2.706 -0.538
H 2.604 -1.138 -2.264
H -0.246 -4.645 -2.940
C -3.968 -0.926 -2.688
C -3.652 -1.884 -1.386
O -2.762 -2.825 -1.923
O -2.707 -0.340 -3.202
H -4.838 -0.271 -2.659
H -4.191 -1.760 -3.355
H -4.528 -2.485 -1.144
H -3.419 -1.309 -0.491
H -3.241 -3.569 -2.294
H -2.980 0.308 -3.855
C -1.053 3.951 0.845
C -0.151 3.736 -0.338
O -0.555 2.505 -0.934
O -2.384 3.955 0.402
H -0.838 4.942 1.245
H -0.908 3.133 1.551
H 0.900 3.795 -0.056
H -0.275 4.441 -1.160
H -0.325 1.813 -0.311
H -2.641 3.289 -0.239
*
```

***

# C8H24ClI2OP2Sm

A molecular structure, C8H24ClI2OP2Sm (ωB97M-V/def2-TZVPD, the OMol25 dataset).

Values from the calculation:
<S²>: 8.776
Gap between HOMO and LUMO (spin up / spin down), Eh: 0.2394 / 0.2734
Max |F|, eV/Å: 2.2
HOMO energy (spin up / spin down), eV: -15.49 / -15.49
Molecular weight, g mol⁻¹: 637.8

Structure (ORCA input):
```
! RIJCOSX wB97M-V def2-TZVPD def2/J DEFGRID3
* xyz 2 6
I 0.044 -0.979 -4.673
I 0.045 1.699 -5.335
Sm 0.012 0.544 -0.752
P -2.968 0.798 -0.033
C -4.175 0.638 -1.409
C -3.823 -0.403 1.067
H -4.888 -0.118 1.021
H -4.832 1.991 0.876
H -3.462 -0.300 2.098
H -3.315 2.438 1.724
H -4.019 -0.335 -1.902
H -3.693 -1.408 0.650
C -3.766 2.258 0.742
H -5.185 0.669 -0.943
H -3.693 3.124 0.065
H -4.052 1.487 -2.099
P 2.996 0.804 -0.015
C 4.252 0.615 -1.347
C 3.881 2.214 0.783
H 3.423 -0.313 2.112
H 4.873 -0.139 1.061
H 3.666 -1.426 0.689
C 3.802 -0.421 1.096
H 3.451 2.408 1.769
H 4.941 1.895 0.906
H 5.251 0.638 -0.837
H 4.170 1.453 -2.049
H 3.846 3.097 0.128
H 4.112 -0.353 -1.844
Cl -0.025 1.271 1.642
C 0.061 -2.577 1.569
C -0.362 -2.921 0.162
O -0.132 -1.730 -0.804
H 1.157 -2.418 1.634
H -0.141 -3.461 2.177
H -0.514 -1.728 1.977
H 0.269 -3.696 -0.258
H -1.400 -3.230 0.008
H 0.194 -2.087 -1.660
*
```